{"formula": "C4H11NO2", "method": "wB97M-V/def2-TZVPD", "smiles": "CCC(=O)NC.O", "energy_ha": -364.2421, "species": ["H", "N", "H", "O", "H", "C", "C", "H", "H", "H", "H", "C", "C", "H", "O", "H", "H", "H"], "coordinates": [[0.55, -0.64, 1.49], [-1.44, -0.41, -0.17], [-2.09, -0.02, -2.09], [0.09, -0.84, -1.78], [2.27, 0.31, -0.59], [2.25, -0.56, 0.05], [0.84, -0.96, 0.48], [-1.52, 0.00, 0.74], [-3.05, 0.77, -0.73], [0.89, -2.05, 0.54], [-0.01, 2.89, 0.90], [-0.19, -0.71, -0.60], [-2.51, -0.10, -1.10], [2.96, -0.51, 0.86], [0.50, 2.91, 1.71], [1.08, 2.19, 1.97], [2.60, -1.34, -0.62], [-3.22, -0.92, -1.08]], "mulliken_charge": [0.341, -0.230, 0.323, -0.637, 0.327, -1.245, -0.194, 0.298, 0.314, 0.186, 0.316, 0.438, -0.886, 0.340, -0.638, 0.318, 0.363, 0.266]}